Model one:
Entry from the Open Molecules 2025 dataset: 5 unconnected molecules or ions with the total composition C4H16O4 (ωB97M-V/def2-TZVPD).

Cartesian coordinates (Å):
C (3.07168, 0.03982, 0.83840)
C (3.62184, 0.19866, 2.23282)
C (4.91545, 0.09036, 2.51607)
C (2.63217, 0.62530, 3.28536)
H (3.77034, 0.34404, 0.03726)
H (2.26494, 0.78798, 0.80383)
H (2.88629, -0.99805, 0.55723)
H (5.34249, 0.22522, 3.50464)
H (5.56754, -0.33190, 1.76684)
H (2.38808, 1.66907, 3.07506)
H (3.05370, 0.57394, 4.29003)
H (1.64140, 0.14540, 3.34966)
H (-1.70753, -2.23392, -5.56339)
H (-2.52972, -0.98508, -5.64081)
O (-1.84455, -1.45986, -6.11256)
H (-5.27882, -3.81017, -0.97943)
H (-5.16766, -5.36560, -0.71345)
O (-5.74396, -4.59099, -0.70015)
H (-4.38751, 1.49744, -3.48763)
H (-3.15832, 2.43280, -3.41419)
O (-3.49188, 1.59042, -3.77435)
H (-2.56265, 2.60906, 0.84193)
H (-2.82424, 3.91525, 1.57404)
O (-2.45907, 3.03081, 1.71279)

Its HOMO energy is -9.2 eV. The calculation puts the LUMO energy at 0.13 eV. The SMILES is C=C(C)C.O.O.O.O. The calculation puts the HOMO-LUMO gap at 9.31 eV.

Want to see where the charge sits? The Löwdin charges in e are:
1. C -0.08
2. C -0.43
3. C 0.02
4. C -0.09
5. H 0.08
6. H 0.08
7. H 0.08
8. H 0.06
9. H 0.06
10. H 0.08
11. H 0.07
12. H 0.08
13. H 0.03
14. H 0.02
15. O -0.05
16. H 0.02
17. H 0.04
18. O -0.06
19. H 0.01
20. H 0.05
21. O -0.06
22. H 0.04
23. H 0.03
24. O -0.07

***

Model two:
Entry from the Open Molecules 2025 dataset: 5 unconnected molecules or ions with the total composition C4H16O4 (ωB97M-V/def2-TZVPD).

Cartesian coordinates (Å):
C (2.45971, -0.72869, 1.06518)
C (1.97952, 0.29661, 0.10182)
C (2.24476, 0.40363, -1.20666)
C (0.91563, 1.27463, 0.60667)
H (1.58916, -1.31786, 1.36690)
H (3.25751, -1.37622, 0.71478)
H (2.77332, -0.20568, 1.96868)
H (1.63289, 1.04136, -1.82933)
H (3.02000, -0.15895, -1.71084)
H (0.41513, 1.75710, -0.21764)
H (0.18579, 0.73714, 1.21395)
H (1.40943, 1.98117, 1.27627)
H (-3.87797, 0.73850, 1.02114)
H (-2.39410, 0.07168, 1.03678)
O (-2.97887, 0.78342, 0.68244)
H (-0.80799, -0.61796, -1.67204)
H (0.49831, -1.37137, -1.51889)
O (-0.39097, -1.33935, -1.16702)
H (-2.29168, -2.18514, 1.06912)
H (-1.07255, -1.44718, 0.52120)
O (-1.67463, -1.45888, 1.30048)
H (-2.70963, 0.47375, -1.21847)
H (-2.07434, 1.78127, -1.53578)
O (-2.10843, 0.86698, -1.86875)

Its HOMO energy is -9.2 eV. The calculation puts the LUMO energy at 0.59 eV. The SMILES is C=C(C)C.O.O.O.O. The calculation puts the HOMO-LUMO gap at 9.84 eV.

Want to see where the charge sits? The Löwdin charges in e are:
1. C -0.06
2. C -0.42
3. C 0.00
4. C -0.06
5. H 0.08
6. H 0.08
7. H 0.08
8. H 0.06
9. H 0.06
10. H 0.06
11. H 0.07
12. H 0.08
13. H 0.05
14. H 0.00
15. O -0.09
16. H 0.03
17. H 0.04
18. O -0.06
19. H 0.08
20. H 0.01
21. O -0.08
22. H 0.01
23. H 0.05
24. O -0.08

***

Short version: model two is the most stable of them.